Record 1
{"formula": "C7H9N", "method": "wB97M-V/def2-TZVPD", "symbols": ["C", "C", "C", "C", "C", "C", "C", "H", "H", "H", "H", "H", "H", "H", "H", "H", "N"], "xyz": [[1.77948, -0.11562, -0.55836], [0.80055, -1.14768, -0.10334], [-0.82040, -1.13204, -0.14950], [-1.86677, -0.08779, -0.44558], [-1.17482, 1.18711, 0.01501], [1.30058, 1.11415, 0.15682], [-0.01843, -0.51314, 0.93367], [1.82980, 0.02594, -1.63645], [2.76142, -0.58265, -0.26027], [1.22050, -2.12989, 0.07854], [-1.23352, -2.16058, 0.07596], [-2.12242, -0.08118, -1.48457], [-2.82600, -0.33113, 0.02526], [-1.35064, 2.10595, -0.48434], [1.49099, 2.02567, -0.38992], [0.11573, -0.65637, 1.95677], [0.01615, 0.85061, 0.43239]], "de_lowest_kcal_mol": 130.2, "homo_lumo_gap_ev": 7.2, "largest_force_ev_per_a": 3.2, "charge": 0}

Record 2
{"formula": "C13H20Cl2F9O5PPt", "method": "wB97M-V/def2-TZVPD", "symbols": ["Pt", "Cl", "C", "Cl", "H", "H", "C", "C", "C", "C", "O", "P", "O", "O", "O", "C", "C", "C", "C", "H", "H", "H", "H", "H", "H", "H", "H", "H", "H", "H", "H", "H", "H", "H", "H", "H", "H", "F", "C", "F", "F", "C", "O", "C", "F", "F", "F", "C", "F", "F", "F"], "xyz": [[0.12625, -1.88194, -1.19444], [-1.11689, -2.74036, -2.88429], [1.61833, -3.15599, -1.69416], [3.20117, -2.60530, -1.21079], [1.58559, -3.35392, -2.75613], [1.34899, -4.02574, -1.09203], [-3.06880, -0.06653, 2.06085], [-2.58774, -0.10911, 0.62128], [-2.20380, 1.26564, 0.10569], [-3.59868, -0.78345, -0.28796], [-1.39110, -0.97323, 0.52518], [-0.23271, -1.20321, 1.61851], [-0.60059, -1.89446, 2.85233], [0.76907, -1.98464, 0.66237], [0.36224, 0.24647, 1.78158], [1.27401, 0.63680, 2.87734], [1.92837, 1.90557, 2.36499], [0.42830, 0.90455, 4.11072], [2.30333, -0.45598, 3.12098], [-4.00020, 0.49889, 2.10234], [-2.34148, 0.42514, 2.70794], [-3.24458, -1.07027, 2.44483], [-3.07427, 1.92099, 0.15572], [-1.87282, 1.20460, -0.92964], [-1.40265, 1.69744, 0.70362], [-4.51057, -0.18701, -0.32687], [-3.84549, -1.77850, 0.08104], [-3.20122, -0.87337, -1.29988], [1.17572, 2.66745, 2.16154], [2.48134, 1.70850, 1.44743], [2.61844, 2.29124, 3.11605], [-0.32156, 1.66654, 3.89145], [1.06440, 1.27559, 4.91540], [-0.07054, -0.00624, 4.43709], [2.84995, -0.68642, 2.20638], [1.82361, -1.36424, 3.48636], [3.01167, -0.12352, 3.87990], [0.05964, -0.46594, -5.15880], [1.11008, -0.26089, -4.37179], [1.65591, -1.44787, -4.09207], [2.01444, 0.44962, -5.05173], [0.69857, 0.48030, -3.06800], [-0.09079, -0.23914, -2.20858], [-0.23450, 1.68633, -3.44743], [-1.45954, 1.26044, -3.73244], [-0.32283, 2.53099, -2.41533], [0.22920, 2.35909, -4.50137], [1.97244, 1.04011, -2.35008], [2.98980, 0.17767, -2.42648], [2.38317, 2.19578, -2.87900], [1.70928, 1.24151, -1.05964]], "de_lowest_kcal_mol": 2.1, "homo_lumo_gap_ev": 7.5, "largest_force_ev_per_a": 0.3, "charge": 0}

Record 3
{"formula": "C2H5N2O", "method": "wB97M-V/def2-TZVPD", "symbols": ["C", "C", "N", "N", "O", "H", "H", "H", "H", "H"], "xyz": [[-1.61343, -0.69578, -0.34866], [0.60805, 0.38013, 0.18976], [-4.33082, -0.71202, 0.03593], [-0.90802, 0.02748, 0.38605], [-4.49296, 0.35977, 0.25684], [-1.10066, -1.37361, -1.18376], [0.95207, 0.21778, 1.27330], [0.57937, 1.42008, -0.20199], [1.02949, -0.32076, -0.60904], [-1.06337, 0.40341, 1.31397]], "de_lowest_kcal_mol": 139.4, "homo_lumo_gap_ev": [9.4, 6.5], "largest_force_ev_per_a": 3.0, "charge": 1}

Record 4
{"formula": "C5H18BeNO", "method": "wB97M-V/def2-TZVPD", "symbols": ["C", "Be", "N", "H", "H", "H", "H", "H", "H", "H", "H", "C", "C", "O", "C", "C", "H", "H", "H", "H", "H", "H", "H", "H", "H", "H"], "xyz": [[4.40339, 0.15871, -1.90685], [-0.57325, -0.11519, -1.50429], [-1.73186, 0.84592, -2.32370], [3.76284, 0.03194, -0.86889], [2.54451, 0.53749, -2.23262], [5.35515, -0.27146, -1.55977], [4.63782, 1.22301, -2.05003], [4.09967, -0.34255, -2.72960], [-1.82993, 1.61654, -1.57197], [-2.73267, 0.44758, -2.50625], [-1.33939, 1.25806, -3.25202], [-0.53799, -2.12147, 1.55886], [-1.52345, -1.51828, 0.79798], [-0.91719, -0.14537, 0.05330], [-0.60234, 0.87148, 1.45464], [-1.78065, 1.27321, 2.13998], [0.40549, -2.25161, 0.88031], [-0.82779, -3.09361, 1.88823], [-0.21850, -1.53074, 2.42123], [-2.02660, -2.03046, -0.12807], [-2.40349, -1.05299, 1.35297], [0.05896, 0.11061, 1.98856], [0.04365, 1.75397, 0.96001], [-2.22711, 0.50465, 2.75609], [-1.47008, 2.01343, 2.83925], [-2.56917, 1.82712, 1.54261]], "de_lowest_kcal_mol": 143.3, "homo_lumo_gap_ev": [3.2, 3.5], "largest_force_ev_per_a": 8.1, "charge": -1}

Record 5
{"formula": "C25H30F5NO8", "method": "wB97M-V/def2-TZVPD", "symbols": ["C", "O", "C", "C", "C", "C", "C", "C", "C", "C", "C", "O", "C", "N", "C", "O", "C", "C", "F", "F", "C", "F", "F", "C", "F", "C", "O", "H", "H", "H", "H", "H", "H", "H", "H", "H", "H", "H", "H", "H", "H", "H", "H", "H", "H", "O", "C", "O", "C", "C", "C", "H", "H", "H", "H", "H", "H", "O", "C", "O", "C", "C", "C", "H", "H", "H", "H", "H", "H"], "xyz": [[2.39246, 2.18178, 4.26072], [1.34127, 3.04163, 3.76879], [1.51866, 3.36502, 2.35589], [2.00301, 4.92154, 2.22558], [1.07592, 5.79976, 1.25385], [1.45023, 5.75125, -0.30618], [3.01238, 5.57877, -0.64077], [3.41725, 4.01399, -0.80778], [3.21523, 3.47416, -2.32704], [2.41422, 2.07564, -2.39547], [2.96802, 0.91184, -3.03220], [4.26763, 0.93329, -3.69267], [5.20017, 0.53164, -2.67642], [6.22103, 0.12774, -2.17305], [2.11481, -0.46490, -3.01623], [2.75787, -1.53547, -2.98069], [0.50321, -0.38445, -2.99860], [-0.45421, -1.51783, -3.60971], [0.28161, -2.71548, -3.93503], [-1.15308, -1.10482, -4.78024], [-1.55647, -2.00031, -2.50969], [-1.83518, -3.41263, -2.63382], [-1.05581, -1.84870, -1.16324], [-0.06331, 0.77267, -2.39775], [-1.45141, 1.04370, -2.32087], [0.95552, 1.85700, -1.75373], [0.53364, 2.45135, -0.73126], [3.31280, 2.77643, 4.63377], [1.97768, 1.62965, 5.19154], [2.72745, 1.36494, 3.53591], [0.49881, 3.18352, 1.86070], [2.32285, 2.69220, 1.90262], [3.12556, 4.99360, 2.02858], [1.84761, 5.35136, 3.29161], [0.00712, 5.35784, 1.34483], [0.98404, 6.88085, 1.63389], [1.13961, 6.77894, -0.74680], [0.87701, 4.97192, -0.91945], [3.29328, 6.18032, -1.58977], [3.59496, 6.07728, 0.22047], [4.51935, 3.93965, -0.51455], [2.79108, 3.39690, -0.08150], [4.28311, 3.25539, -2.71600], [2.73887, 4.29892, -2.95692], [-2.52894, -1.39356, -2.64204], [-0.10954, -1.36577, 3.11663], [-0.66491, -2.43152, 3.02413], [-1.46048, -2.96222, 3.99239], [-1.86661, -4.28025, 3.60353], [-1.72166, -4.31360, 2.10079], [-0.55138, -3.38311, 1.86446], [-1.21608, -5.00642, 4.10070], [-2.89684, -4.45552, 3.91829], [-1.56927, -5.31887, 1.70528], [-2.61765, -3.90093, 1.63389], [0.40537, -3.90767, 1.92610], [-0.64165, -2.85701, 0.91514], [-4.80542, -6.05453, 1.87805], [-4.88935, -5.56603, 0.78036], [-3.86745, -4.91810, 0.15602], [-4.33988, -4.36906, -1.08083], [-5.56287, -5.18228, -1.43531], [-6.12590, -5.53634, -0.07558], [-4.57457, -3.31101, -0.92622], [-3.56234, -4.45082, -1.83945], [-6.26583, -4.64583, -2.07509], [-5.26190, -6.09628, -1.95717], [-6.80074, -4.76339, 0.29989], [-6.61994, -6.50776, -0.08528]], "homo_lumo_gap_ev": 7.0, "largest_force_ev_per_a": 5.8, "charge": 0, "smiles": "COCCCCCCCC1=C(OC#N)C(=O)C(C(F)(F)C(F)F)=C(F)C1=O.O=C1CCCO1.O=C1CCCO1"}

Record 6
{"formula": "C6H10N2", "method": "wB97M-V/def2-TZVPD", "symbols": ["C", "C", "C", "C", "C", "C", "N", "N", "H", "H", "H", "H", "H", "H", "H", "H", "H", "H"], "xyz": [[0.61305, -1.43494, 1.53718], [0.16714, 1.80302, 0.60949], [0.65106, -0.79914, 0.18610], [-0.39322, 0.53654, 0.02970], [0.55673, -0.06451, -1.84881], [-1.70615, 0.26148, 0.01059], [1.21667, -1.13685, -0.87315], [-0.10865, -0.49328, -2.83663], [-0.40444, -1.46115, -2.75440], [1.18080, 0.83070, -1.86161], [1.56570, -1.93953, 1.71504], [0.43591, -0.69091, 2.31605], [-0.19649, -2.16717, 1.56787], [0.53464, 2.44972, -0.19319], [-0.58428, 2.37004, 1.16734], [1.00459, 1.62566, 1.28927], [-2.44859, 0.94861, 0.40588], [-2.08447, -0.63830, -0.46674]], "de_lowest_kcal_mol": 81.1, "homo_lumo_gap_ev": 9.3, "largest_force_ev_per_a": 5.5, "charge": 0, "smiles": "[H]/N=C\\N=C(\\C)C(=C)C"}

Record 7
{"formula": "C10H11IO2", "method": "wB97M-V/def2-TZVPD", "symbols": ["C", "C", "C", "C", "C", "C", "C", "C", "C", "C", "O", "O", "I", "H", "H", "H", "H", "H", "H", "H", "H", "H", "H", "H"], "xyz": [[1.07751, -1.39744, -1.31062], [0.03615, -2.25533, 0.70824], [2.27003, -1.94050, -0.91754], [1.21662, -2.91685, 1.01330], [-0.08903, -1.59199, -0.52578], [2.31944, -2.74160, 0.24615], [0.18103, 1.83381, -0.19342], [-1.01848, 1.33956, 0.00851], [-2.73352, 2.91485, 0.49180], [-1.29191, -0.91265, -0.87492], [3.48930, -3.43756, 0.48443], [-2.21302, 1.58822, 0.54447], [-3.16165, -1.47803, -0.07979], [0.89053, -0.85132, -2.11913], [-0.65358, -2.45584, 1.46931], [3.08940, -1.79607, -1.57240], [1.35722, -3.51060, 1.94072], [0.45869, 2.77112, 0.40771], [0.89054, 1.26873, -0.85471], [-3.04430, 2.93187, -0.58238], [-2.00991, 3.59988, 0.90762], [-3.58311, 2.99263, 1.07821], [-1.52984, -0.53634, -1.76770], [3.79986, -3.61908, 1.37797]], "de_lowest_kcal_mol": 78.0, "homo_lumo_gap_ev": [7.3, 7.3], "largest_force_ev_per_a": 4.7, "charge": 0}